No. 1
18
Properties=species:S:1:pos:R:3:mulliken_charge:R:1 method="wB97M-V/def2-TZVPD" energy_ha=-513.28486 lumo_ev="0.63 / -3.28" relative_energy_kcal_mol=19.8 total_charge=0 gap_ha="0.1997 / 0.2241" multiplicity=3
C 1.07378 1.54230 0.08786 0.190
C -0.91815 -1.77251 0.43440 -1.016
C -1.45510 0.51773 -0.42062 -0.906
C 0.81890 -0.01989 -0.12781 0.676
N -0.49037 -0.35906 0.25757 0.087
O 1.70823 2.24297 -0.66846 -0.491
O 0.61450 1.93804 1.24947 -0.535
O 1.13978 -0.22498 -1.47870 -0.588
O 1.78401 -0.59740 0.89466 -0.484
H -1.79271 -1.59302 1.01157 0.337
H -1.12815 -2.26661 -0.47571 0.366
H -0.19654 -2.46569 0.78206 0.341
H -1.21574 1.68004 -0.27333 0.245
H -1.36968 0.20715 -1.45377 0.377
H -2.53195 0.32853 -0.21386 0.346
H 0.17990 1.41414 1.89446 0.372
H 1.43665 0.59074 -1.97100 0.354
H 2.34265 -1.16249 0.47121 0.328

No. 2
16
Properties=species:S:1:pos:R:3:mulliken_charge:R:1 method="wB97M-V/def2-TZVPD" energy_ha=-470.58850 lumo_ev=-3.59 relative_energy_kcal_mol=104.6 total_charge=+1 gap_ha=0.3678 multiplicity=1
C -0.86387 -0.28333 0.43532 0.487
C -0.28653 0.40933 -1.34557 -0.317
N 0.03597 -1.37353 2.28287 -0.695
N 0.19734 -0.66194 1.09020 0.471
N 0.76154 1.48086 -1.11597 -0.264
O -2.05442 -0.41126 0.60642 -0.532
O -1.47482 0.74671 -1.85821 -0.490
O 1.47855 -0.51798 0.67063 -0.481
H 0.18134 -0.41320 -1.74778 0.463
H -0.43774 -0.95924 3.06478 0.273
H -0.36338 -2.32589 2.09413 0.278
H 0.88157 2.15908 -1.94594 0.389
H 1.58938 1.05093 -0.87183 0.325
H 0.46467 2.15711 -0.42045 0.369
H -2.18266 0.21640 -1.59841 0.348
H 2.07306 -1.27405 0.65983 0.376

No. 3
87
Properties=species:S:1:pos:R:3:mulliken_charge:R:1 method="wB97M-V/def2-TZVPD" energy_ha=-6364.28164 lumo_ev="-7.37 / -6.84" relative_energy_kcal_mol=23.8 total_charge=+2 gap_ha="0.2489 / 0.2698" multiplicity=2
V -1.68009 1.80056 0.70832 -0.378
S -1.38686 2.30230 -1.63424 -0.574
P 0.44046 1.56395 -1.18290 1.128
C -0.06784 0.84786 0.32600 0.459
P 0.58382 0.95974 1.94868 1.126
S -0.94897 2.00287 2.86361 -0.559
C 0.83772 -0.64204 2.69428 0.034
C 0.69713 -0.78259 4.07424 -0.744
C 1.01530 -1.99200 4.66917 -0.866
C 1.48845 -3.04394 3.89278 -0.839
C 1.63574 -2.89751 2.52034 -0.817
C 1.30133 -1.69673 1.91227 0.793
C 2.11250 1.87548 2.12217 1.065
C 3.31826 1.17075 2.10913 -0.527
C 4.51310 1.86028 2.23464 -0.807
C 4.50419 3.24023 2.38361 -0.648
C 3.30396 3.93867 2.40096 -0.768
C 2.10403 3.26114 2.26780 -0.264
C 1.07131 0.33892 -2.32289 0.980
C 0.49453 0.17750 -3.57780 -0.658
C 1.02193 -0.76121 -4.45533 -0.787
C 2.11940 -1.52348 -4.08250 -0.775
C 2.69054 -1.36854 -2.82278 -1.391
C 2.16255 -0.44569 -1.93753 -0.012
C 1.61501 2.92232 -1.05461 1.037
C 2.98350 2.72309 -1.24019 -0.286
C 3.85233 3.80014 -1.17267 -0.852
C 3.36402 5.07746 -0.93521 -0.620
C 2.00373 5.28042 -0.75099 -0.806
C 1.12891 4.20850 -0.80708 -0.668
H 0.34430 0.04471 4.67924 0.582
H 0.90615 -2.11238 5.73839 0.486
H 1.74767 -3.98269 4.36418 0.468
H 2.00802 -3.71727 1.92160 0.580
H 1.40053 -1.58229 0.83875 0.256
H 3.32726 0.09093 2.03030 0.426
H 5.44901 1.31818 2.23824 0.475
H 5.43808 3.77420 2.49998 0.449
H 3.30162 5.01259 2.52933 0.490
H 1.16900 3.80589 2.29915 0.356
H -0.36109 0.77593 -3.86802 0.506
H 0.57960 -0.88897 -5.43426 0.503
H 2.53489 -2.24274 -4.77595 0.452
H 3.54483 -1.96728 -2.53560 0.510
H 2.59664 -0.33846 -0.94813 0.577
H 3.38071 1.74354 -1.46555 0.434
H 4.91135 3.64269 -1.32701 0.476
H 4.04442 5.91837 -0.90675 0.454
H 1.61794 6.27647 -0.58034 0.474
H 0.06728 4.38343 -0.69018 0.356
C 0.52075 -5.15113 -0.18731 -0.880
C -0.53165 -4.94973 0.69435 -0.800
C -1.28220 -3.78573 0.62081 -0.232
C -0.99165 -2.82865 -0.35665 0.963
C 0.06133 -3.04527 -1.25034 0.214
C 0.82431 -4.19593 -1.15268 -0.923
Ge -2.20940 -1.38354 -0.56074 -0.907
C -3.21995 -0.93288 0.99016 1.010
C -2.63117 -1.05424 2.25698 0.198
C -3.39253 -0.86308 3.39807 -0.901
C -4.74525 -0.56820 3.28329 -0.747
C -5.34211 -0.46197 2.03168 -0.791
C -4.58573 -0.63518 0.88656 -0.452
C -2.82002 -0.94723 -2.29745 1.356
C -3.76138 0.06739 -2.51299 0.005
C -4.27025 0.27889 -3.78081 -1.042
C -3.84844 -0.51914 -4.83977 -0.584
C -2.92763 -1.53776 -4.63301 -0.762
C -2.41388 -1.75631 -3.36531 -0.398
H 1.10372 -6.06129 -0.13008 0.436
H -0.77076 -5.69929 1.43677 0.491
H -2.10384 -3.63933 1.31161 0.477
H 0.28614 -2.31879 -2.02203 0.067
H 1.64114 -4.36244 -1.84311 0.522
H -1.58214 -1.31365 2.34933 0.559
H -2.93476 -0.95343 4.37435 0.533
H -5.34164 -0.42556 4.17479 0.442
H -6.39778 -0.24197 1.95030 0.485
H -5.06175 -0.54839 -0.08214 0.443
H -4.09240 0.69854 -1.69763 0.337
H -5.00004 1.05972 -3.94685 0.482
H -4.25195 -0.35292 -5.82998 0.439
H -2.62244 -2.16980 -5.45620 0.510
H -1.71650 -2.56925 -3.20702 0.506
O -2.51662 3.68700 0.78460 -0.253
N -3.68112 3.28339 0.56645 0.142
O -3.67865 2.04383 0.28337 -0.225

No. 4
23
Properties=species:S:1:pos:R:3:mulliken_charge:R:1 method="wB97M-V/def2-TZVPD" energy_ha=-1623.40141 lumo_ev="-2.63 / -3.34" relative_energy_kcal_mol=0.0 total_charge=0 gap_ha="0.2270 / 0.2059" multiplicity=2
Ir -0.02594 0.63342 0.32551 0.824
O 4.40623 -0.64637 4.28905 -0.496
C 3.55244 -0.44971 3.48248 0.477
C 2.02590 -0.66788 3.68095 0.025
O 1.48803 -1.07527 4.67326 -0.553
C 1.45784 -0.27141 2.39033 0.539
C 2.38695 0.16647 1.48515 1.029
O 2.00028 0.57576 0.31179 -0.832
C 3.75944 0.09274 2.04255 0.109
O 4.80476 0.37028 1.52808 -0.526
O 0.17426 -0.28860 2.01258 -0.767
C -4.35934 2.22911 0.18796 -1.511
C -2.87469 2.00593 0.09926 0.650
S -2.27441 0.48517 0.43095 -0.185
C -1.98769 3.01309 -0.26691 0.599
C -2.40705 4.41737 -0.58473 -1.274
S -0.31675 2.68435 -0.34500 -0.249
H -4.86649 1.30815 0.46708 0.400
H -4.76015 2.56677 -0.76862 0.375
H -4.59281 2.98734 0.93665 0.355
H -3.48740 4.53071 -0.57714 0.340
H -2.03289 4.71516 -1.56536 0.349
H -1.98303 5.11010 0.14472 0.322